94
Properties=species:S:1:pos:R:3:lowdin_charge:R:1 method="wB97M-V/def2-TZVPD" charge=0 e_tot_ha=-1924.24675 smiles="CC(=O)OCCCCOC(=O)O[PH2]=N.CCN(CC)CC.CCN(CC)CC.CCN(CC)CC" lumo_ev=0.30 e_above_lowest_ev=5.461
C 4.61 2.48 -0.29 -0.020
C 3.99 4.00 0.01 -0.284
O 3.88 4.34 1.30 -0.032
O 3.63 4.83 -1.15 -0.113
C 4.04 6.24 -0.99 -0.174
C 2.83 7.02 -0.15 -0.167
C 2.87 8.65 -0.34 -0.161
C 1.38 9.38 -0.15 -0.178
O 0.30 8.68 -0.88 -0.073
C -0.57 7.91 0.04 -0.326
O -0.11 7.29 1.15 -0.008
O -2.02 7.87 -0.22 -0.251
P -2.57 6.28 -0.69 0.741
N -1.49 5.09 -0.49 -0.291
H 4.04 1.65 0.33 0.093
H 4.44 2.22 -1.42 0.085
H 5.76 2.50 -0.08 0.095
H 4.03 6.72 -2.08 0.140
H 5.09 6.38 -0.50 0.143
H 2.96 6.82 1.02 0.126
H 1.81 6.54 -0.49 0.120
H 3.24 8.99 -1.41 0.115
H 3.60 9.07 0.51 0.128
H 1.13 9.58 0.99 0.144
H 1.51 10.46 -0.64 0.138
H -3.75 5.98 0.11 0.021
H -3.03 6.40 -2.07 0.021
H -1.97 4.43 0.20 -0.021
C 0.37 2.03 1.62 -0.082
C 0.11 0.53 1.62 -0.267
N -1.31 0.17 1.59 -0.183
C -1.55 -1.26 1.86 -0.241
C -1.01 -2.27 0.86 -0.090
C -2.10 0.73 0.49 -0.245
C -1.66 0.41 -0.93 -0.083
H -0.15 2.52 2.45 0.083
H 1.44 2.22 1.72 0.066
H 0.04 2.50 0.68 0.057
H 0.55 0.13 2.54 0.116
H 0.66 0.08 0.79 0.093
H -2.63 -1.43 1.99 0.111
H -1.12 -1.49 2.84 0.106
H -1.62 -2.30 -0.05 0.033
H -1.04 -3.27 1.29 0.067
H 0.03 -2.07 0.58 0.063
H -2.12 1.82 0.61 0.089
H -3.15 0.43 0.61 0.111
H -0.58 0.49 -1.07 0.072
H -2.13 1.12 -1.63 0.075
H -1.98 -0.59 -1.24 0.042
C 5.94 -5.25 2.95 -0.094
C 4.51 -4.88 3.30 -0.270
N 3.82 -4.09 2.27 -0.189
C 2.55 -3.52 2.72 -0.249
C 1.43 -4.49 3.09 -0.093
C 3.79 -4.68 0.92 -0.250
C 3.15 -6.05 0.76 -0.090
H 6.54 -4.36 2.72 0.079
H 6.41 -5.76 3.80 0.073
H 5.99 -5.93 2.09 0.063
H 4.55 -4.28 4.22 0.118
H 3.96 -5.79 3.54 0.094
H 2.17 -2.82 1.97 0.101
H 2.76 -2.90 3.60 0.110
H 0.96 -4.92 2.20 0.050
H 0.64 -3.96 3.63 0.069
H 1.77 -5.31 3.73 0.068
H 4.82 -4.74 0.55 0.100
H 3.30 -3.98 0.23 0.114
H 3.44 -6.75 1.55 0.069
H 3.46 -6.50 -0.19 0.073
H 2.06 -5.99 0.74 0.054
C -6.34 -4.02 -4.66 -0.094
C -5.57 -4.28 -3.36 -0.270
N -4.29 -3.57 -3.28 -0.188
C -3.45 -4.04 -2.17 -0.248
C -3.96 -3.81 -0.75 -0.096
C -4.34 -2.12 -3.45 -0.248
C -5.22 -1.32 -2.49 -0.087
H -5.74 -4.26 -5.53 0.079
H -7.24 -4.64 -4.68 0.072
H -6.67 -2.98 -4.73 0.063
H -5.38 -5.36 -3.32 0.118
H -6.22 -4.05 -2.52 0.094
H -2.45 -3.59 -2.26 0.108
H -3.28 -5.12 -2.30 0.110
H -3.85 -2.77 -0.44 0.043
H -3.37 -4.41 -0.04 0.072
H -5.01 -4.11 -0.63 0.070
H -4.68 -1.91 -4.47 0.102
H -3.33 -1.71 -3.42 0.110
H -6.19 -1.79 -2.31 0.069
H -5.41 -0.33 -2.91 0.074
H -4.73 -1.17 -1.53 0.046



141
Properties=species:S:1:pos:R:3:lowdin_charge:R:1 method="wB97M-V/def2-TZVPD" charge=+1 e_tot_ha=-2656.16189 lumo_ev=-3.16
Rb -2.50 2.64 -4.67 0.833
Rb -5.63 2.78 -1.20 0.855
C -1.91 1.49 0.58 -0.014
C -1.30 1.85 -0.78 -0.439
C 0.28 1.87 -0.69 -0.117
C 0.91 0.47 -0.71 -0.163
C 0.52 -0.24 -2.04 -0.125
C -1.00 -0.37 -2.17 -0.457
N -1.70 0.93 -1.90 -0.187
O -3.14 0.91 -2.19 -0.447
C -1.52 -1.53 -1.20 -0.016
C -1.29 -0.86 -3.60 -0.045
C -1.66 3.37 -1.14 -0.039
H -1.84 2.30 1.30 0.063
H -1.65 0.50 0.95 0.066
H -2.98 1.46 0.38 0.058
H 0.54 2.32 0.27 0.087
H 0.71 2.59 -1.39 0.111
H 0.71 -0.08 0.20 0.089
H 2.00 0.59 -0.72 0.102
H 0.97 -1.23 -1.92 0.083
H 1.02 0.18 -2.91 0.110
H -1.41 -2.51 -1.67 0.054
H -2.56 -1.49 -0.86 0.066
H -0.98 -1.51 -0.25 0.055
H -2.33 -1.17 -3.65 0.076
H -0.82 -1.81 -3.84 0.078
H -1.22 -0.02 -4.30 0.047
H -1.26 3.62 -2.12 0.038
H -1.34 4.20 -0.51 0.057
H -2.73 3.54 -1.23 0.021
C -1.10 -5.58 0.86 -0.040
C -0.59 -6.92 0.49 -0.505
O -0.01 -7.14 -0.56 0.064
C -0.64 -7.96 1.58 -0.013
H -0.55 -5.13 1.69 0.093
H -2.13 -5.65 1.21 0.073
H -1.04 -4.95 -0.03 0.064
H 0.07 -8.64 1.10 0.085
H -1.58 -8.50 1.66 0.089
H -0.31 -7.57 2.54 0.090
C 1.25 6.04 -3.33 -0.015
C 1.24 5.07 -4.47 -0.473
O 0.76 3.94 -4.30 0.006
C 1.75 5.52 -5.80 -0.003
H 0.29 6.55 -3.23 0.094
H 2.02 6.80 -3.28 0.088
H 1.35 5.44 -2.42 0.073
H 0.84 5.65 -6.39 0.090
H 2.37 4.72 -6.21 0.101
H 2.15 6.53 -5.76 0.084
C 2.58 0.59 2.34 -0.019
C 3.12 0.76 3.73 -0.527
O 2.94 1.72 4.44 0.062
C 3.81 -0.42 4.27 -0.023
H 3.48 0.29 1.80 0.084
H 2.25 1.58 2.05 0.076
H 1.78 -0.15 2.26 0.074
H 4.63 -0.85 3.70 0.090
H 3.08 -1.21 4.15 0.092
H 4.08 -0.23 5.31 0.095
C 3.41 -2.27 -0.35 0.000
C 4.08 -3.62 -0.45 -0.520
O 4.93 -3.94 -1.21 0.100
C 3.62 -4.64 0.53 -0.019
H 2.33 -2.41 -0.49 0.066
H 3.66 -1.45 -1.02 0.079
H 3.59 -1.83 0.63 0.069
H 4.16 -5.59 0.50 0.095
H 2.56 -4.85 0.36 0.067
H 3.65 -4.16 1.51 0.084
C 1.04 5.49 1.04 -0.023
C 1.34 6.58 2.06 -0.465
O 0.36 7.15 2.56 0.048
C 2.76 6.81 2.38 -0.021
H 1.83 5.60 0.30 0.074
H 0.11 5.67 0.50 0.056
H 1.10 4.48 1.45 0.075
H 2.78 7.54 3.20 0.088
H 3.33 7.25 1.56 0.093
H 3.36 5.99 2.77 0.096
C 5.13 -1.11 -3.88 -0.008
C 3.85 -0.36 -4.30 -0.463
O 3.76 0.85 -4.05 0.018
C 2.71 -1.06 -4.93 -0.035
H 5.06 -2.18 -3.70 0.066
H 5.51 -0.63 -2.97 0.075
H 5.86 -0.99 -4.68 0.081
H 2.21 -0.31 -5.55 0.086
H 2.04 -1.34 -4.11 0.060
H 2.90 -1.91 -5.58 0.086
C 0.65 -4.22 -2.29 -0.008
C 1.90 -4.69 -3.10 -0.397
O 2.67 -3.93 -3.78 0.009
C 2.21 -6.13 -3.16 -0.034
H -0.16 -4.90 -2.55 0.088
H 0.34 -3.22 -2.59 0.033
H 0.88 -4.11 -1.23 0.062
H 2.32 -6.51 -2.14 0.081
H 3.14 -6.27 -3.71 0.090
H 1.50 -6.79 -3.67 0.094
C -0.47 2.52 4.19 -0.027
C -0.66 3.20 5.49 -0.559
O -1.45 2.82 6.30 0.086
C 0.23 4.36 5.74 -0.004
H 0.07 1.60 4.43 0.092
H 0.11 3.05 3.44 0.073
H -1.46 2.37 3.77 0.059
H -0.22 5.10 5.07 0.090
H 1.20 3.91 5.53 0.090
H 0.19 4.80 6.74 0.092
C -6.74 -4.76 -1.09 -0.024
C -5.28 -4.44 -1.04 -0.514
O -4.88 -3.34 -1.30 0.081
C -4.35 -5.60 -0.75 -0.017
H -7.18 -5.15 -2.01 0.092
H -7.27 -3.83 -0.92 0.084
H -6.85 -5.51 -0.31 0.083
H -4.62 -6.48 -1.34 0.092
H -4.33 -5.91 0.30 0.080
H -3.36 -5.22 -0.98 0.067
C -2.43 -2.12 2.37 -0.008
C -1.48 -1.66 3.46 -0.452
O -0.26 -1.67 3.27 0.024
C -2.15 -1.07 4.68 -0.015
H -2.53 -1.39 1.57 0.063
H -3.39 -2.19 2.87 0.076
H -2.08 -3.10 2.04 0.071
H -3.12 -0.68 4.40 0.080
H -1.45 -0.38 5.17 0.077
H -2.49 -1.71 5.49 0.092
C -2.49 5.82 1.74 -0.025
C -3.73 5.02 1.80 -0.450
O -4.51 4.96 0.83 -0.048
C -3.77 4.03 2.93 -0.001
H -2.48 6.67 2.42 0.106
H -2.41 6.23 0.73 0.092
H -1.61 5.19 1.90 0.070
H -4.45 3.21 2.66 0.091
H -4.28 4.53 3.75 0.103
H -2.82 3.74 3.36 0.058



12
Properties=species:S:1:pos:R:3:lowdin_charge:R:1 method="wB97M-V/def2-TZVPD" charge=0 e_tot_ha=-393.74477 lumo_ev="0.59 / 0.59" e_above_lowest_ev=7.469
C -1.09 -0.37 0.03 -0.134
C -0.46 1.06 0.08 -0.069
N 0.02 -1.27 0.37 0.048
N 0.92 0.75 -0.19 -0.253
N 1.18 -0.56 -0.05 -0.237
O 1.78 1.64 -0.30 -0.025
O 2.23 -1.18 -0.20 0.029
H -1.75 -0.63 0.89 0.129
H -1.39 -0.52 -1.03 0.127
H -0.98 1.70 -0.65 0.137
H -0.35 1.58 1.01 0.122
H -0.12 -2.20 0.06 0.124